[1]
A 14-piece molecular cluster, C24H75N28O17P overall at a distorted geometry. Source: OMol25; level of theory: ωB97M-V/def2-TZVPD.

Each line ends with the Löwdin charge.
Atoms and positions in Å:
1 C -1.53 0.50 4.04  -0.179
2 C -2.91 0.88 4.54  -0.427
3 P -3.68 2.17 3.46  0.992
4 C -5.24 2.67 4.33  -0.411
5 C -6.21 1.48 4.45  -0.180
6 C -4.16 1.11 2.00  -0.310
7 O -3.72 1.71 0.76  -0.118
8 C -2.94 0.86 -0.02  -0.452
9 C -3.63 -0.47 -0.31  -0.146
10 O -2.83 -1.22 -1.21  -0.183
11 C -2.56 -2.52 -0.72  -0.081
12 C -2.79 1.62 -1.38  -0.108
13 O -1.47 1.52 -1.89  -0.131
14 C -1.06 2.72 -2.53  -0.278
15 N 0.41 2.79 -2.54  0.046
16 N -1.59 0.60 0.51  0.234
17 C -0.97 1.53 0.96  -0.322
18 O -0.37 2.43 1.40  0.158
19 H -1.00 -0.13 4.75  0.071
20 H -1.64 -0.10 3.13  0.034
21 H -0.94 1.36 3.76  0.046
22 H -3.55 0.01 4.42  0.031
23 H -2.93 1.14 5.60  0.080
24 H -5.70 3.45 3.74  0.064
25 H -5.01 3.04 5.33  0.052
26 H -6.96 1.64 5.22  0.058
27 H -5.68 0.56 4.66  0.051
28 H -6.75 1.31 3.53  0.035
29 H -5.25 1.04 1.97  0.093
30 H -3.71 0.14 2.19  0.057
31 H -4.62 -0.27 -0.72  0.148
32 H -3.76 -1.05 0.61  0.110
33 H -1.90 -3.02 -1.42  0.041
34 H -3.49 -3.10 -0.67  0.100
35 H -2.05 -2.48 0.25  0.081
36 H -3.12 2.65 -1.25  0.135
37 H -3.48 1.16 -2.09  0.116
38 H -1.44 3.62 -2.06  0.127
39 H -1.38 2.64 -3.58  0.109
40 H 0.68 3.52 -1.90  0.070
41 H 0.70 3.08 -3.46  0.075
42 C -7.01 4.38 7.87  -0.675
43 O -7.13 3.80 6.81  0.032
44 N -6.28 3.87 8.91  0.148
45 N -7.58 5.60 8.11  0.146
46 H -6.17 4.33 9.79  0.089
47 H -5.85 2.97 8.77  0.102
48 H -8.12 6.00 7.36  0.101
49 H -7.50 6.09 8.97  0.089
50 C -3.04 -2.94 2.98  -0.666
51 O -3.52 -1.92 3.46  0.014
52 N -3.81 -3.87 2.34  0.162
53 N -1.71 -3.22 3.00  0.183
54 H -3.44 -4.71 1.92  0.092
55 H -4.79 -3.69 2.28  0.088
56 H -1.10 -2.56 3.45  0.102
57 H -1.32 -4.06 2.60  0.050
58 C -3.80 -0.28 -5.28  -0.690
59 O -4.37 -0.19 -6.35  0.035
60 N -3.99 -1.32 -4.42  0.150
61 N -2.89 0.64 -4.84  0.163
62 H -3.52 -1.40 -3.53  0.079
63 H -4.65 -2.03 -4.69  0.108
64 H -2.70 1.43 -5.43  0.102
65 H -2.42 0.57 -3.95  0.066
66 C -0.63 -3.85 -5.33  -0.730
67 O -0.92 -5.03 -5.44  0.032
68 N -1.56 -2.85 -5.29  0.168
69 N 0.67 -3.42 -5.23  0.162
70 H -1.34 -1.88 -5.20  0.096
71 H -2.53 -3.12 -5.36  0.100
72 H 1.38 -4.13 -5.26  0.109
73 H 0.94 -2.46 -5.15  0.099
74 C 0.31 -6.76 1.92  -0.682
75 O -0.11 -5.75 2.47  0.010
76 N -0.53 -7.65 1.32  0.161
77 N 1.63 -7.06 1.86  0.164
78 H -0.21 -8.48 0.85  0.105
79 H -1.51 -7.46 1.35  0.109
80 H 2.27 -6.42 2.30  0.108
81 H 1.99 -7.88 1.41  0.098
82 C -8.25 -1.84 3.25  -0.664
83 O -7.54 -0.88 3.43  0.037
84 N -7.79 -3.12 3.39  0.149
85 N -9.57 -1.73 2.91  0.150
86 H -8.36 -3.94 3.25  0.090
87 H -6.83 -3.23 3.66  0.090
88 H -9.94 -0.80 2.80  0.103
89 H -10.18 -2.51 2.76  0.089
90 C 3.58 0.93 2.23  -0.699
91 O 4.42 1.33 3.02  0.031
92 N 2.32 1.46 2.17  0.159
93 N 3.83 -0.06 1.32  0.151
94 H 1.63 1.15 1.52  0.066
95 H 2.09 2.19 2.81  0.109
96 H 4.75 -0.47 1.32  0.065
97 H 3.15 -0.39 0.66  0.090
98 C 4.24 2.83 -1.74  -0.664
99 O 4.02 3.22 -2.88  0.000
100 N 5.49 2.89 -1.19  0.169
101 N 3.29 2.30 -0.93  0.178
102 H 5.72 2.59 -0.26  0.100
103 H 6.21 3.27 -1.78  0.072
104 H 2.35 2.23 -1.30  0.067
105 H 3.47 1.98 0.00  0.053
106 C 5.96 -2.66 -0.04  -0.673
107 O 6.28 -1.94 0.88  0.015
108 N 6.27 -3.99 -0.06  0.151
109 N 5.29 -2.20 -1.14  0.162
110 H 6.03 -4.61 -0.82  0.093
111 H 6.77 -4.36 0.73  0.103
112 H 5.07 -1.22 -1.17  0.096
113 H 5.03 -2.78 -1.92  0.096
114 C 7.97 0.96 -4.42  -0.690
115 O 7.30 -0.05 -4.58  0.009
116 N 7.42 2.16 -4.07  0.163
117 N 9.33 0.98 -4.59  0.148
118 H 7.96 3.00 -3.93  0.065
119 H 6.43 2.19 -3.95  0.086
120 H 9.77 0.12 -4.85  0.097
121 H 9.89 1.80 -4.46  0.087
122 C 10.15 3.68 -1.58  -0.680
123 O 9.43 4.12 -2.47  -0.005
124 N 9.80 2.58 -0.85  0.164
125 N 11.34 4.26 -1.25  0.156
126 H 10.37 2.20 -0.11  0.098
127 H 8.93 2.13 -1.07  0.098
128 H 11.61 5.07 -1.77  0.105
129 H 11.94 3.91 -0.53  0.096
130 C -1.35 -5.28 -2.10  -0.672
131 O -2.20 -6.16 -2.13  0.026
132 N -1.14 -4.42 -3.12  0.128
133 N -0.55 -5.10 -1.00  0.160
134 H -0.46 -3.69 -3.09  0.094
135 H -1.72 -4.51 -3.92  0.058
136 H -0.69 -5.72 -0.22  0.056
137 H 0.15 -4.38 -0.93  0.098
138 C 5.53 6.51 -4.77  -0.684
139 O 4.86 6.93 -5.70  0.018
140 N 5.17 5.43 -4.03  0.152
141 N 6.72 7.10 -4.42  0.142
142 H 5.72 5.07 -3.27  0.066
143 H 4.32 4.96 -4.25  0.080
144 H 7.02 7.89 -4.94  0.096
145 H 7.30 6.77 -3.67  0.084

Summary:
Calculated total energy in eV: -111935.324
Gap between HOMO and LUMO in eV: 6.867
ΔE to the lowest compared entry with this formula, charge and spin in kcal per mole: 0.00

***

[2]
One molecule with the formula C4H6N2O at a distorted geometry. Source: OMol25; level of theory: ωB97M-V/def2-TZVPD.

Each line ends with the Löwdin charge.
Atoms and positions in Å:
1 C -0.85 -0.27 -1.40  -0.079
2 C -0.45 -0.62 1.44  -0.047
3 O 0.51 -1.10 0.74  -0.058
4 C 1.22 -0.20 -0.04  -0.304
5 N 0.64 -0.37 -1.30  -0.010
6 C 1.56 1.07 0.53  -0.189
7 N 2.03 2.08 0.89  0.147
8 H -1.04 -0.07 -2.45  0.079
9 H -1.36 -1.21 -1.15  0.087
10 H -1.37 0.53 -0.84  0.083
11 H -1.01 -1.33 2.02  0.084
12 H -0.65 0.44 1.38  0.086
13 H 1.14 0.11 -2.03  0.121

Summary:
Calculated total energy in eV: -9268.158
Gap between HOMO and LUMO (alpha / beta) in eV: 6.581 / 8.903
ΔE to the lowest compared entry with this formula, charge and spin in kcal per mole: 123.23

***

[3]
C6H8N as an isolated structure at a distorted geometry. Source: OMol25; level of theory: ωB97M-V/def2-TZVPD.

Each line ends with the Löwdin charge.
Atoms and positions in Å:
1 C -0.95 -1.31 -0.65  -0.063
2 C -1.80 -0.37 -0.23  -0.055
3 C 0.44 -1.11 -0.38  -0.048
4 C 1.64 -1.56 -0.07  0.087
5 C 0.99 1.58 0.13  0.136
6 C -1.21 0.75 0.48  -0.178
7 N 0.19 0.65 0.26  -0.012
8 H -1.25 -2.30 -1.05  0.148
9 H -2.97 -0.47 -0.36  0.183
10 H 2.26 -1.21 0.79  0.109
11 H 1.88 -2.63 -0.38  0.127
12 H 0.65 2.60 0.42  0.139
13 H 1.99 1.56 -0.16  0.097
14 H -1.65 1.75 0.21  0.166
15 H -1.46 0.57 1.54  0.162

Summary:
Calculated total energy in eV: -7831.526
Net charge: +1
Gap between HOMO and LUMO in eV: 9.503
ΔE to the lowest compared entry with this formula, charge and spin in kcal per mole: 95.98

***

The highest ΔE to the lowest compared entry with this formula, charge and spin belongs to which entry?
C4H6N2O